(1)
Molecular formula: C35H30N8O2SSeTi
Method: DFT, ωB97M-V/def2-TZVPD

Values from the calculation:
2S+1: 3
Expectation value of S²: 2.036
HOMO-LUMO gap (alpha / beta) in eV: 6.306 / 7.546
HOMO level (alpha / beta) in eV: -6.47 / -8.31

XYZ file:
```
78
Properties=species:S:1:pos:R:3:forces:R:3
Ti -0.055 -0.447 -0.100 0.2 0.5 0.1
C 2.327 -0.308 2.851 0.0 0.0 0.0
C 1.124 0.416 3.389 0.0 0.0 0.0
C 1.302 1.427 4.329 0.0 0.0 0.0
C 0.220 2.098 4.870 0.0 0.0 0.0
C -1.063 1.741 4.489 0.0 0.0 0.0
C -1.280 0.737 3.557 0.0 0.0 0.0
C -2.689 0.350 3.205 0.0 0.0 0.0
C -0.174 0.091 2.981 0.0 0.1 0.1
N -0.390 -0.860 1.939 0.0 -0.1 -0.3
C -1.038 -1.997 2.288 0.0 0.0 0.2
O -1.294 -2.403 3.412 0.0 0.0 -0.1
C -1.507 -2.773 1.085 0.0 -0.1 -0.1
C -2.180 -3.979 1.150 0.0 0.0 0.0
C -2.582 -4.573 -0.040 0.0 0.0 0.0
C -2.300 -3.959 -1.254 0.0 0.0 0.0
C -1.619 -2.756 -1.233 0.0 -0.1 0.1
N -1.252 -2.192 -0.085 -0.1 -0.1 0.0
C -1.183 -2.001 -2.463 0.0 0.0 -0.2
O -1.460 -2.431 -3.573 0.0 0.0 0.1
N -0.477 -0.884 -2.146 -0.1 0.0 0.2
C 0.267 -0.288 -3.218 0.1 0.0 -0.1
C 1.333 -1.004 -3.790 -0.1 0.0 0.0
C 1.611 -2.439 -3.440 0.0 0.0 0.0
C 2.131 -0.379 -4.740 0.0 0.0 0.0
C 1.875 0.916 -5.155 0.0 0.0 0.0
C 0.797 1.596 -4.619 0.0 0.0 0.0
C -0.011 1.013 -3.650 0.0 0.0 0.0
C -1.160 1.807 -3.093 0.0 0.0 0.0
H 3.133 -0.290 3.585 0.0 0.0 0.0
H 2.706 0.168 1.943 0.0 0.0 0.0
H 2.095 -1.344 2.612 0.0 0.0 0.0
H 2.308 1.676 4.646 0.0 0.0 0.0
H 0.374 2.885 5.597 0.0 0.0 0.0
H -1.917 2.251 4.919 0.0 0.0 0.0
H -3.371 1.184 3.374 0.0 0.0 0.0
H -3.010 -0.491 3.823 0.0 0.0 0.0
H -2.777 0.031 2.165 0.0 0.0 0.0
H -2.372 -4.419 2.118 0.0 0.0 0.0
H -3.111 -5.517 -0.022 0.0 0.0 0.0
H -2.580 -4.386 -2.206 0.0 0.0 0.0
H 1.399 -2.655 -2.394 0.0 0.0 0.0
H 2.654 -2.685 -3.636 0.0 0.0 0.0
H 0.981 -3.096 -4.042 0.0 0.0 0.0
H 2.964 -0.927 -5.164 0.0 0.0 0.0
H 2.505 1.387 -5.898 0.0 0.0 0.0
H 0.574 2.604 -4.950 0.0 0.0 0.0
H -1.404 2.632 -3.761 0.0 0.0 0.0
H -0.911 2.232 -2.117 0.0 0.0 0.0
H -2.050 1.190 -2.979 0.0 0.0 0.0
Se 2.742 2.010 -1.334 0.0 0.0 0.0
N 4.172 0.926 -1.432 0.0 0.0 0.0
C 3.799 -0.283 -0.997 0.0 0.0 0.0
C 4.570 -1.449 -0.870 0.0 0.0 0.0
C 3.957 -2.600 -0.378 0.0 0.0 0.0
C 2.613 -2.614 -0.043 0.0 0.0 -0.1
N 1.843 -1.519 -0.165 0.1 -0.1 0.1
C 2.435 -0.396 -0.586 -0.1 0.0 0.0
N 1.672 0.712 -0.630 -0.1 -0.1 0.1
H 5.616 -1.439 -1.143 0.0 0.0 0.0
H 4.531 -3.508 -0.262 0.0 0.0 0.0
H 2.126 -3.512 0.314 0.0 0.0 0.0
N -3.357 0.119 -0.823 0.0 0.0 0.0
C -2.805 1.179 -0.191 -0.1 0.1 0.1
N -1.545 1.250 0.138 0.2 -0.3 -0.2
C -1.262 2.462 0.776 -0.1 0.1 0.1
C -0.014 2.884 1.223 0.0 0.0 0.0
C 0.086 4.102 1.867 0.0 0.0 0.0
C -1.034 4.908 2.068 0.0 0.0 0.0
C -2.279 4.510 1.615 0.0 0.0 0.0
C -2.373 3.288 0.966 0.0 -0.1 0.0
S -3.787 2.539 0.274 0.0 0.0 0.0
H -2.714 -0.416 -1.392 0.0 0.0 0.0
H -4.282 0.229 -1.203 0.0 0.0 0.0
H 0.856 2.259 1.085 0.0 0.0 0.0
H 1.052 4.426 2.231 0.0 0.0 0.0
H -0.930 5.855 2.580 0.0 0.0 0.0
H -3.151 5.133 1.759 0.0 0.0 0.0
```
Forces are in eV/Å.

***

(2)
Molecular formula: C35H31BF2IrN4O2
Method: DFT, ωB97M-V/def2-TZVPD

Values from the calculation:
2S+1: 2
Total charge: +2
Expectation value of S²: 0.753
HOMO-LUMO gap (alpha / beta) in eV: 7.338 / 6.291
HOMO level (alpha / beta) in eV: -13.50 / -13.49

XYZ file:
```
76
Properties=species:S:1:pos:R:3:forces:R:3
Ir -0.895 -0.158 0.109 -0.1 0.7 0.2
N -2.084 1.626 1.222 0.1 -0.2 0.2
C -2.603 2.487 0.198 -0.1 0.0 0.0
C -3.075 3.744 0.449 0.0 0.0 0.0
C -3.622 4.530 -0.584 0.0 0.0 0.0
C -3.697 4.031 -1.849 0.0 0.0 0.0
C -3.203 2.737 -2.141 0.0 0.1 0.0
C -3.225 2.215 -3.450 0.0 -0.1 0.0
C -2.681 0.986 -3.691 0.0 0.1 0.0
C -2.118 0.276 -2.627 0.0 -0.1 0.1
N -2.098 0.710 -1.376 -0.1 -0.2 -0.2
C -2.643 1.952 -1.110 0.0 0.1 -0.1
H -2.837 1.020 1.549 0.1 0.0 0.1
H -1.755 2.128 2.043 0.0 0.2 -0.1
H -3.045 4.132 1.460 0.0 0.0 0.0
H -3.993 5.520 -0.360 0.0 0.0 0.0
H -4.126 4.615 -2.653 0.0 0.0 0.0
H -3.660 2.802 -4.249 0.0 0.0 0.0
H -2.664 0.551 -4.679 0.0 0.0 0.0
H -1.668 -0.686 -2.812 0.0 0.0 0.0
N 0.633 -0.335 1.528 0.1 -0.4 -0.2
C 0.687 -1.187 2.719 0.0 0.0 -0.1
C 1.927 -1.350 3.321 0.0 -0.1 0.0
C 2.069 -2.203 4.400 0.0 0.0 0.0
C 0.965 -2.912 4.849 0.0 0.0 0.0
C -0.271 -2.712 4.264 0.0 0.1 0.0
C -0.450 -1.806 3.211 0.1 0.0 0.1
C -1.817 -1.546 2.709 0.0 -0.2 -0.2
C -2.877 -1.672 3.610 0.0 -0.1 0.0
C -4.200 -1.622 3.199 0.0 0.0 0.1
C -4.495 -1.459 1.857 0.0 0.0 -0.1
C -3.458 -1.268 0.955 0.0 0.1 0.0
C -2.120 -1.240 1.372 -0.5 0.2 -0.4
H 1.437 -0.596 0.949 0.0 0.1 0.0
H 0.781 0.636 1.805 0.1 0.0 0.0
H 2.781 -0.805 2.942 0.0 0.0 0.0
H 3.033 -2.325 4.875 0.0 0.0 0.0
H 1.064 -3.618 5.662 0.0 0.0 0.0
H -1.120 -3.279 4.617 0.0 0.0 0.0
H -2.658 -1.813 4.660 0.0 0.0 0.0
H -4.992 -1.737 3.926 0.0 0.0 0.0
H -5.519 -1.465 1.510 0.0 0.0 0.0
H -3.698 -1.105 -0.088 0.0 0.0 0.0
F -2.085 -2.389 -1.399 0.1 0.0 0.0
B -1.069 -2.052 -0.614 0.1 -0.2 0.3
F -0.128 -2.956 -0.430 0.1 0.0 0.1
C 4.474 0.542 0.226 0.0 0.0 0.0
O 3.661 0.034 -0.829 0.0 0.0 0.1
C 3.321 -1.276 -0.812 0.2 0.0 -0.1
C 3.523 -2.123 0.274 0.0 0.0 0.0
C 3.206 -3.471 0.187 0.0 0.0 0.0
C 2.727 -4.004 -0.999 0.0 0.0 0.0
C 2.543 -3.175 -2.086 -0.1 0.1 0.0
C 2.801 -1.810 -1.998 -0.5 -0.1 0.2
N 2.644 -1.045 -3.170 0.1 0.1 -0.1
C 2.672 0.261 -3.391 -0.3 0.0 0.0
C 2.151 1.329 -2.638 0.4 0.1 0.1
C 2.570 2.625 -3.045 0.0 0.0 0.0
C 2.178 3.754 -2.385 0.0 -0.1 0.0
C 1.314 3.614 -1.288 0.0 0.0 0.0
C 0.848 2.382 -0.893 0.0 0.0 0.0
C 1.231 1.195 -1.554 -0.3 0.0 -0.1
O 0.710 0.031 -1.268 0.1 0.2 0.2
H 4.674 1.579 -0.028 0.0 0.0 0.0
H 5.411 -0.010 0.298 0.0 0.0 0.0
H 3.951 0.504 1.185 0.0 0.0 0.0
H 3.973 -1.743 1.178 0.0 0.0 0.0
H 3.372 -4.109 1.045 0.0 0.0 0.0
H 2.508 -5.059 -1.083 0.0 0.0 0.0
H 2.207 -3.590 -3.030 -0.1 0.0 0.0
H 2.577 -1.612 -4.007 0.7 0.0 0.0
H 3.144 0.530 -4.333 -0.4 0.0 -0.2
H 3.234 2.696 -3.898 0.0 0.0 0.0
H 2.516 4.732 -2.695 0.0 0.0 0.0
H 0.990 4.498 -0.752 0.0 0.0 0.0
H 0.143 2.321 -0.069 0.0 0.0 0.0
```
Forces are in eV/Å.

***

(3)
Molecular formula: C35H31BrIIrN5OS
Method: DFT, ωB97M-V/def2-TZVPD

Values from the calculation:
Total charge: +1
HOMO-LUMO gap in eV: 6.469
HOMO level in eV: -9.89

XYZ file:
```
76
Properties=species:S:1:pos:R:3:forces:R:3
Ir -0.659 0.696 0.717 -2.1 -1.4 1.7
C -0.582 2.263 5.071 -0.1 -0.1 0.0
C -1.942 2.242 5.328 0.0 0.0 0.0
C -2.824 2.109 4.269 -0.2 -0.1 0.0
C -2.322 1.935 2.988 0.2 -0.2 0.3
N -1.005 1.861 2.762 0.5 0.8 -0.3
C -0.162 2.066 3.767 0.1 0.0 0.0
C -3.157 1.867 1.776 0.0 0.2 0.1
C -4.528 2.049 1.771 0.0 0.2 0.1
C -5.195 2.127 0.559 0.1 0.0 0.0
C -4.473 2.024 -0.613 -0.1 0.3 -0.1
C -3.102 1.838 -0.544 -0.1 0.1 -0.1
N -2.471 1.737 0.627 -0.1 -1.8 -0.1
C -2.199 1.801 -1.696 0.2 -0.2 -0.4
C -2.622 1.912 -3.009 -0.1 0.1 0.0
C -1.682 1.948 -4.026 0.1 0.0 0.0
C -0.342 1.866 -3.697 -0.1 0.0 0.0
C 0.000 1.699 -2.367 0.2 0.0 0.1
N -0.900 1.661 -1.389 0.8 0.1 0.9
H 0.136 2.417 5.864 0.0 0.0 0.0
H -2.316 2.336 6.339 0.0 0.1 0.0
H -3.889 2.121 4.445 0.0 0.0 0.0
H 0.890 2.081 3.511 0.0 -0.1 0.0
H -5.065 2.164 2.700 0.0 0.0 0.0
H -6.261 2.306 0.531 0.0 -0.1 0.0
H -4.967 2.119 -1.567 0.0 0.0 0.0
H -3.675 1.979 -3.239 0.0 0.0 0.0
H -1.995 2.044 -5.057 0.0 0.0 0.0
H 0.429 1.934 -4.451 0.0 -0.1 0.0
H 1.033 1.600 -2.069 0.0 0.0 0.0
O 1.261 0.215 1.590 0.4 0.6 -1.1
N 1.376 -0.382 2.765 -0.2 -0.3 0.1
C 2.558 -0.250 3.411 0.3 0.0 -0.1
C 2.789 -0.889 4.595 -0.1 0.0 0.0
C 1.771 -1.672 5.151 -0.1 0.0 -0.1
C 0.572 -1.768 4.493 0.1 0.0 0.0
C 0.366 -1.101 3.274 -0.3 -0.1 0.3
S -1.114 -1.172 2.428 -0.2 1.3 -1.1
H 3.275 0.386 2.914 0.0 -0.1 -0.1
H 3.749 -0.781 5.077 0.0 0.1 0.0
H 1.920 -2.182 6.093 0.0 0.0 0.0
H -0.250 -2.351 4.883 0.0 0.0 0.0
C 1.623 -2.766 0.316 -0.2 0.0 -0.1
N 1.665 -2.526 -1.110 0.6 0.1 0.0
C 1.481 -3.697 -1.935 -0.2 0.1 0.1
C 1.031 -1.300 -1.556 -0.4 -0.1 0.1
C -0.491 -1.354 -1.566 0.0 -0.2 -0.1
C -1.116 -2.009 -2.629 -0.1 0.0 0.1
C -2.480 -2.264 -2.623 0.0 0.0 -0.1
C -3.235 -1.882 -1.526 0.0 0.0 0.0
C -2.640 -1.156 -0.502 0.0 -0.2 0.1
C -1.282 -0.843 -0.529 0.5 0.8 -0.2
H 2.141 -3.699 0.539 0.0 0.0 0.0
H 0.599 -2.835 0.714 0.0 -0.1 0.0
H 2.137 -1.951 0.829 0.0 0.0 0.0
H 2.151 -4.483 -1.586 0.0 0.0 0.0
H 1.739 -3.460 -2.971 0.0 0.0 0.0
H 0.456 -4.095 -1.915 0.0 0.0 0.0
H 1.398 -1.086 -2.566 0.0 0.1 0.0
H 1.349 -0.505 -0.878 0.1 0.0 -0.1
H -0.519 -2.326 -3.477 0.0 0.0 0.0
H -2.942 -2.771 -3.460 0.0 0.0 0.0
H -4.286 -2.137 -1.467 0.0 0.0 0.0
H -3.257 -0.848 0.337 0.0 0.1 0.0
Br 3.461 3.278 -3.520 0.0 -0.1 0.0
C 4.006 1.484 -3.243 -0.1 0.0 0.1
C 4.550 0.793 -4.316 0.0 0.0 0.0
C 4.929 -0.532 -4.165 0.0 0.0 0.0
C 4.749 -1.172 -2.949 0.0 0.0 0.0
C 4.212 -0.481 -1.875 0.1 0.0 0.1
C 3.855 0.853 -2.011 0.0 0.2 0.0
I 3.136 1.863 -0.324 0.3 0.0 -0.1
H 4.683 1.302 -5.261 0.0 0.0 0.0
H 5.364 -1.059 -5.004 0.0 0.0 0.0
H 5.039 -2.206 -2.823 0.0 0.0 0.0
H 4.071 -0.981 -0.927 0.0 0.0 0.0
```
Forces are in eV/Å.

***

Calculated energy, -152100.2669 -55793.7929 -138107.0635 eV (same order as the records).
Calculated relative energy (zero: lowest compared OMol25 entry of this formula, charge and spin), 0.0 27.5 52.1 kcal/mol (same order as the records).